# 1
This record from the Open Molecules 2025 dataset describes C7H10FN3O as an isolated structure. The level of theory is wB97M-V/def2-TZVPD.

Element x y z (Å)
C (-0.872136, 0.034044, 0.448808)
C (-1.849368, -0.979802, 0.338347)
C (2.933786, -1.475267, 0.037891)
C (2.780222, -0.226746, -0.837123)
C (2.064195, -0.303753, 0.406364)
C (-2.099830, 1.983163, -0.652456)
C (-1.114303, 1.523612, 0.430006)
N (-1.209767, -2.167523, 0.381408)
N (0.042686, -1.974934, 0.422590)
N (0.229330, -0.682912, 0.493154)
O (-3.128407, -0.831313, 0.206979)
F (2.282121, 0.488446, 1.456941)
H (2.638672, -2.538485, -0.222115)
H (3.864736, -1.465222, 0.616652)
H (3.650862, 0.404520, -0.816761)
H (2.090299, -0.124702, -1.611051)
H (-2.875522, 1.191220, -0.710959)
H (-1.755516, 1.925737, -1.599382)
H (-2.424379, 2.984245, -0.585895)
H (-1.466570, 1.932334, 1.445416)
H (-0.246835, 2.073343, 0.367363)
H (-3.534267, -1.769997, -0.016182)

Force components x, y, z for each atom (eV/Å):
C -3.056 0.692 -0.530
C 3.899 0.323 0.603
C -0.495 -0.767 0.344
C 0.491 0.371 0.659
C -3.554 -1.854 1.995
C -1.058 -2.400 2.077
C -1.657 0.122 1.586
N -2.920 -0.574 -0.593
N 1.682 0.011 0.368
N 6.905 0.497 -0.572
O -3.996 -2.688 -0.777
F 0.157 -0.062 -0.073
H -0.238 1.818 0.252
H -0.312 0.104 -0.252
H -0.009 0.421 -0.324
H -0.455 -0.424 -1.843
H -0.327 1.181 0.425
H 2.068 -0.293 -3.130
H -0.809 0.976 0.770
H -0.006 -1.097 -1.174
H 2.472 0.916 -0.554
H 1.218 2.723 0.744

The calculation puts the HOMO energy at -8.1 eV. The energy above the lowest of the compared OMol25 structures with the same formula, charge and spin comes out at 211.0 kJ/mol.

# 2
This record from the Open Molecules 2025 dataset describes C35H30IrN9OS as an isolated structure. The level of theory is wB97M-V/def2-TZVPD.

Element x y z (Å)
Ir (-1.269926, 0.280058, -0.439680)
N (-2.324964, 1.968141, 0.017278)
S (-2.035494, 3.438572, -0.705446)
C (-2.599941, 3.231933, -2.384321)
C (-3.762024, 2.491020, -2.576728)
C (-4.309315, 2.433671, -3.847453)
C (-3.716887, 3.130202, -4.897416)
C (-2.569381, 3.878244, -4.682520)
C (-1.999788, 3.938305, -3.416811)
C (-0.268029, 3.552434, -0.888686)
C (0.374831, 4.544343, -0.164645)
C (1.757546, 4.661146, -0.260184)
C (2.471257, 3.791793, -1.071434)
C (1.814900, 2.798002, -1.794899)
C (0.437474, 2.676782, -1.711943)
H (-2.825417, 2.150888, 0.881494)
H (-4.238701, 1.976331, -1.751633)
H (-5.216280, 1.867150, -4.016930)
H (-4.158342, 3.089567, -5.884211)
H (-2.118412, 4.431191, -5.496236)
H (-1.121568, 4.547913, -3.249052)
H (-0.192847, 5.226646, 0.457433)
H (2.268846, 5.443581, 0.284294)
H (3.543566, 3.908783, -1.167468)
H (2.370830, 2.155321, -2.467589)
H (-0.087023, 1.983018, -2.361929)
N (-1.558060, -0.389714, -2.281221)
C (-1.693682, -0.595607, -3.451267)
N (-1.778580, -0.958037, -4.627546)
C (-2.315484, -0.374041, -5.684389)
N (-2.797410, 0.129480, -6.608389)
N (9.326864, -0.915762, 1.643248)
C (8.224156, -1.002452, 1.321681)
C (6.852153, -1.101209, 0.932951)
C (6.085722, 0.066756, 0.801021)
C (4.763544, -0.020510, 0.431325)
C (4.195912, -1.274947, 0.197969)
C (4.951323, -2.442020, 0.328017)
C (6.277776, -2.356000, 0.690277)
N (2.825928, -1.364729, -0.178021)
C (2.244319, -2.370844, -0.927781)
C (0.929598, -2.054244, -1.032086)
N (0.696147, -0.870292, -0.356309)
C (1.850515, -0.481866, 0.141515)
H (6.548382, 1.028091, 0.978473)
H (4.182354, 0.883557, 0.295952)
H (4.501687, -3.413153, 0.171374)
H (6.876415, -3.250093, 0.800573)
H (2.812100, -3.183446, -1.345656)
H (0.147800, -2.575760, -1.559102)
H (2.010436, 0.388150, 0.757264)
C (-2.335488, -3.214688, 4.358040)
N (-1.447749, -2.111465, 3.987620)
N (-1.527357, -1.464602, 2.805715)
C (-0.678563, -0.341947, 2.858680)
O (-0.525154, 0.423753, 1.905528)
C (-0.103126, -0.355062, 4.174399)
C (-0.601150, -1.443439, 4.836697)
C (-0.391049, -1.905621, 6.231919)
C (-2.104665, -2.005317, 1.623134)
C (-3.010053, -1.210703, 0.906644)
C (-3.586495, -1.738683, -0.251061)
C (-3.258796, -3.020017, -0.679859)
C (-2.355743, -3.784846, 0.042317)
C (-1.759184, -3.274244, 1.192480)
H (-3.134505, -3.292314, 3.627802)
H (-2.752320, -3.003422, 5.340761)
H (-1.776245, -4.149497, 4.395825)
H (0.576266, 0.387840, 4.561085)
H (0.410446, -1.333085, 6.691293)
H (-0.128406, -2.963475, 6.268543)
H (-1.295431, -1.756181, 6.827121)
H (-3.398723, -0.300122, 1.346368)
H (-4.321355, -1.154261, -0.790061)
H (-3.730785, -3.429762, -1.563858)
H (-2.112051, -4.788657, -0.282405)
H (-1.037141, -3.866528, 1.742112)

Force components x, y, z for each atom (eV/Å):
Ir -0.311 0.111 0.709
N 0.251 0.322 -0.259
S 0.010 -0.224 0.081
C -0.102 -0.145 0.102
C 0.025 -0.043 0.015
C -0.016 0.060 -0.120
C -0.061 -0.129 0.021
C 0.060 0.040 0.043
C -0.015 0.107 -0.053
C -0.055 -0.039 0.005
C -0.042 0.036 0.099
C -0.019 -0.008 -0.003
C 0.002 -0.044 0.016
C 0.048 -0.006 0.020
C -0.074 -0.025 -0.110
H 0.128 -0.150 0.104
H 0.043 0.032 -0.015
H 0.031 0.016 0.001
H 0.016 -0.003 0.007
H -0.009 -0.027 0.021
H 0.016 -0.018 0.005
H 0.026 -0.024 -0.018
H -0.018 -0.001 -0.007
H -0.019 0.015 -0.014
H -0.018 0.024 0.010
H -0.012 -0.010 0.045
N 0.295 0.011 -0.002
C -0.263 -0.144 -0.401
N 0.127 -0.038 0.340
C -0.316 0.429 -0.275
N 0.236 -0.244 0.314
N 0.605 0.046 0.170
C -1.387 -0.124 -0.392
C 1.403 0.143 0.392
C -1.053 0.838 -0.250
C 0.888 1.028 0.434
C -2.039 -0.120 -0.481
C 1.125 -0.841 0.117
C -0.970 -0.997 -0.336
N 2.123 -0.336 0.214
C -0.410 -0.560 -0.217
C 0.554 -0.180 -0.125
N 0.711 0.363 0.432
C -1.366 0.641 -0.009
H -0.016 0.020 -0.018
H 0.043 -0.057 0.016
H 0.009 0.026 0.008
H -0.012 -0.023 0.018
H -0.026 -0.006 0.001
H 0.025 0.018 0.019
H -0.123 0.017 0.021
C 0.251 0.201 0.034
N 0.521 -0.898 1.788
N 0.459 1.438 -0.681
C -0.467 -1.509 1.782
O 0.191 1.258 -1.960
C -0.099 0.308 -0.900
C -0.867 -0.569 -0.928
C -0.038 0.018 0.030
C 0.466 0.112 0.546
C 0.039 0.052 -0.030
C -0.034 -0.093 -0.211
C -0.108 0.068 -0.121
C 0.032 0.009 0.056
C -0.025 -0.027 -0.135
H -0.066 -0.012 0.064
H -0.106 -0.077 -0.065
H -0.098 -0.034 -0.030
H -0.069 -0.065 -0.042
H -0.013 0.006 0.000
H -0.030 0.020 -0.002
H 0.042 -0.027 -0.014
H 0.057 -0.017 0.051
H -0.006 -0.019 -0.003
H 0.007 0.012 0.031
H -0.023 0.015 -0.009
H -0.065 0.053 0.055

Its total charge is +3. As for the spin multiplicity: 6. The calculation puts the HOMO energy (alpha / beta) at -15.4 / -15.4 eV. The energy above the lowest of the compared OMol25 structures with the same formula, charge and spin comes out at 67.5 kJ/mol.

# 3
This record from the Open Molecules 2025 dataset describes H2OSn as an isolated structure. The level of theory is wB97M-V/def2-TZVPD.

Element x y z (Å)
Sn (1.281510, 3.235727, 2.196648)
O (2.807732, 2.392574, 2.713988)
H (0.171150, 5.492616, 2.599839)
H (3.094065, -1.148968, 2.230666)

Force components x, y, z for each atom (eV/Å):
Sn -0.367 2.450 0.817
O -0.539 -0.619 -0.435
H 0.710 -1.868 -0.469
H 0.196 0.038 0.087

Its total charge is +2. The calculation puts the HOMO energy at -20.7 eV. The energy above the lowest of the compared OMol25 structures with the same formula, charge and spin comes out at 1107.9 kJ/mol.

Which formula does entry 3 have?
H2OSn